Entry 1:
The following is a quantum chemistry calculation of C4H10Si in the gas phase at a distorted geometry, from OMol25.

Summary:
- relative energy (zero: lowest compared OMol25 entry of this formula, charge and spin) (kJ/mol) = 145.90
- SMILES = C=CC[SiH2]C
- net charge = 0
- HOMO energy (Ha) = -0.352
- gap between HOMO and LUMO (eV) = 10.64
- molecular weight (g/mol) = 86.210
- LUMO (Ha) = 0.039

Atoms and positions in Å:
C  -1.0425  -0.6304  -2.1629
C  0.1440  -0.1664  -1.7073
C  1.3636  0.2506  -0.3851
Si  0.6142  0.6296  1.3308
C  -0.9600  -0.2243  1.7351
H  -1.5740  -1.1700  -1.4224
H  -1.3920  -0.4290  -3.1298
H  0.7594  0.0698  -2.6248
H  1.8800  1.0716  -0.9505
H  2.1243  -0.5138  -0.2788
H  0.5210  2.1694  1.6792
H  1.5072  0.0004  2.2930
H  -1.7277  -0.3444  0.8871
H  -0.8178  -1.1691  2.2514
H  -1.3996  0.4560  2.4851

***

Entry 2:
The following is a quantum chemistry calculation of C4H10Si in the gas phase at a distorted geometry, from OMol25.

Summary:
- relative energy (zero: lowest compared OMol25 entry of this formula, charge and spin) (kJ/mol) = 249.23
- net charge = 0
- HOMO energy (alpha / beta) (Ha) = -0.298 / -0.281
- gap between HOMO and LUMO (alpha / beta) (eV) = 8.54 / 7.84
- molecular weight (g/mol) = 86.210
- LUMO (alpha / beta) (Ha) = 0.016 / 0.007

Atoms and positions in Å:
C  -1.7296  -0.2216  0.9959
C  0.3312  0.0816  -0.4075
C  1.0577  -1.2936  -0.3949
C  1.0861  1.2199  0.2401
Si  -1.5024  0.2074  -0.7724
H  -1.4351  -1.2274  1.3709
H  -1.4680  0.5380  1.6675
H  2.0034  -1.3055  -0.9429
H  0.2844  -1.9731  -0.8656
H  1.3363  -1.5963  0.6011
H  1.3438  2.0409  -0.6246
H  1.9879  0.8082  0.5769
H  0.5547  1.6068  1.1859
H  -2.2150  -0.6443  -1.7385
H  -1.6356  1.7591  -0.8920

***

Entry 3:
The following is a quantum chemistry calculation of a molecular structure, C4H11AgO3 at a distorted geometry, from OMol25.

Summary:
- relative energy (zero: lowest compared OMol25 entry of this formula, charge and spin) (kJ/mol) = 0.00
- net charge = 0
- HOMO energy (Ha) = -0.313
- gap between HOMO and LUMO (eV) = 7.88
- molecular weight (g/mol) = 214.997
- LUMO (Ha) = -0.023

Atoms and positions in Å:
O  1.2967  0.9650  0.5057
C  1.7615  -0.3388  0.5585
C  0.7692  -1.3649  0.0298
O  0.4491  -1.0658  -1.3240
C  -0.4404  -1.9914  -1.9098
Ag  0.0616  1.2544  -1.4348
H  2.0115  -0.6657  1.5915
H  2.6981  -0.4467  -0.0283
H  -0.1590  -1.3460  0.6300
H  1.2029  -2.3791  0.0909
H  -0.6325  -1.6672  -2.9405
H  -0.0001  -3.0017  -1.9264
H  -1.3936  -2.0260  -1.3559
O  -1.1057  1.4932  0.6206
H  -0.0208  1.2326  0.7843
C  -1.5278  2.5975  1.3676
H  -2.4971  2.9630  0.9895
H  -1.6611  2.3473  2.4369
H  -0.8125  3.4403  1.3144

***

Entry 4:
The following is a quantum chemistry calculation of C4H11B in the gas phase at a distorted geometry, from OMol25.

Summary:
- relative energy (zero: lowest compared OMol25 entry of this formula, charge and spin) (kJ/mol) = 188.11
- SMILES = B[C@@H](C)CC
- net charge = 0
- HOMO energy (Ha) = -0.386
- gap between HOMO and LUMO (eV) = 10.88
- molecular weight (g/mol) = 69.944
- LUMO (Ha) = 0.014

Atoms and positions in Å:
B  1.2047  -1.4568  -0.1295
C  0.7100  -0.1363  0.5318
C  1.0733  1.1060  -0.2639
C  -0.8059  -0.1372  0.7815
C  -1.6822  0.0482  -0.4875
H  2.2891  -1.9271  0.0497
H  0.6532  -2.3697  -0.7182
H  1.2062  -0.0974  1.5770
H  0.7205  1.2200  -1.2058
H  2.1121  1.3952  -0.3777
H  0.7101  2.0095  0.1289
H  -0.9651  0.7035  1.4775
H  -0.9943  -1.1288  1.2575
H  -1.5254  -0.8147  -1.0746
H  -1.3785  0.8896  -1.0293
H  -2.7611  0.3699  -0.2704

***

Entry 5:
The following is a quantum chemistry calculation of C4H11B in the gas phase at a distorted geometry, from OMol25.

Summary:
- relative energy (zero: lowest compared OMol25 entry of this formula, charge and spin) (kJ/mol) = 231.91
- SMILES = BCC(C)C
- net charge = 0
- HOMO energy (Ha) = -0.387
- gap between HOMO and LUMO (eV) = 10.78
- molecular weight (g/mol) = 69.944
- LUMO (Ha) = 0.009

Atoms and positions in Å:
B  -0.1758  0.6293  2.2149
C  0.0313  0.9862  0.6035
C  0.3689  -0.3192  -0.2250
C  -0.9369  -1.1511  -0.3519
C  0.8397  0.2716  -1.5632
H  0.6509  -0.1077  2.5895
H  -1.1804  0.6669  3.0727
H  0.9711  1.7034  0.5467
H  -0.7461  1.4711  -0.0800
H  1.0901  -1.0570  0.2787
H  -0.7025  -2.1965  -0.7939
H  -1.6130  -0.4421  -0.8106
H  -1.2772  -1.2353  0.5785
H  1.1108  -0.5432  -2.3004
H  1.6917  0.8598  -1.3908
H  0.0414  1.0127  -1.9256

***

Entry 6:
The following is a quantum chemistry calculation of a molecular structure, C4H11BBrFKO3Si at a distorted geometry, from OMol25.

Summary:
- net charge = +1
- HOMO energy (Ha) = -0.463
- gap between HOMO and LUMO (eV) = 8.32
- molecular weight (g/mol) = 284.027
- LUMO (Ha) = -0.157

Atoms and positions in Å:
C  1.6167  2.8318  -0.2689
O  0.7713  2.8747  0.8843
B  -0.3506  2.0357  0.7783
O  -1.5695  2.5853  0.2848
Si  -0.4265  0.1421  1.3112
O  -1.5089  0.0877  2.6424
F  1.0577  -0.3341  1.9013
C  -1.1582  -1.0361  0.0029
C  -0.1103  -1.7008  -0.9943
C  1.0548  -2.4788  -0.3099
Br  0.5879  -0.4151  -2.3644
H  2.6670  3.0976  -0.0324
H  1.2996  3.5419  -1.0674
H  1.6321  1.7853  -0.6501
H  -1.4380  2.9045  -0.6141
H  -1.3528  -0.7086  3.1597
H  -1.8802  -0.4254  -0.6331
H  -1.8082  -1.7810  0.5262
H  -0.6904  -2.4817  -1.6125
H  0.6883  -2.9653  0.6146
H  1.4971  -3.1939  -1.0308
H  1.8694  -1.7632  -0.0693
K  -2.4483  -2.6026  -2.4584

***

Entry 7:
The following is a quantum chemistry calculation of a molecular structure, C4H11BaO3 at a distorted geometry, from OMol25.

Summary:
- net charge = 0
- HOMO energy (alpha / beta) (Ha) = -0.128 / -0.335
- spin multiplicity = 2
- gap between HOMO and LUMO (alpha / beta) (eV) = 3.73 / 9.32
- <S²> = 0.750
- molecular weight (g/mol) = 244.457
- LUMO (alpha / beta) (Ha) = 0.009 / 0.008

Atoms and positions in Å:
O  0.2966  0.5722  -1.7074
C  0.9898  1.6264  -1.1241
C  0.7801  1.6370  0.3834
O  -0.6257  1.5817  0.6257
C  -0.9663  1.5024  1.9977
Ba  -1.8222  -0.0066  -1.1356
H  0.6887  2.6140  -1.5296
H  2.0808  1.5505  -1.3006
H  1.2000  2.5417  0.8511
H  1.2387  0.7388  0.8339
H  -0.5977  2.3890  2.5339
H  -2.0596  1.4649  2.0687
H  -0.5316  0.5990  2.4539
O  -0.1649  -2.0895  -0.6549
H  0.7323  -1.6352  -1.0031
C  -0.2800  -3.4942  -0.8018
H  -1.0462  -3.8434  -0.0975
H  -0.5905  -3.7647  -1.8227
H  0.6777  -3.9842  -0.5710

***

Entry 8:
The following is a quantum chemistry calculation of a molecular structure, C4H11Cl4N2O5Sn at a distorted geometry, from OMol25.

Summary:
- relative energy (zero: lowest compared OMol25 entry of this formula, charge and spin) (kJ/mol) = 65.42
- net charge = 0
- HOMO energy (alpha / beta) (Ha) = -0.315 / -0.344
- spin multiplicity = 2
- gap between HOMO and LUMO (alpha / beta) (eV) = 5.95 / 6.87
- <S²> = 0.753
- molecular weight (g/mol) = 427.664
- LUMO (alpha / beta) (Ha) = -0.097 / -0.091

Atoms and positions in Å:
Sn  -22.9892  11.6150  -12.0147
O  -22.3458  13.7732  -10.1606
H  -21.8291  14.5527  -9.8779
C  -20.2285  15.3828  -8.3334
N  -19.3698  15.3607  -7.1772
O  -18.5489  14.4816  -7.1393
O  -19.4881  16.1940  -6.3126
H  -21.1093  14.8162  -8.0315
H  -19.8106  14.8342  -9.1775
H  -20.2375  16.4395  -8.6006
C  -20.8846  15.2188  -12.3836
N  -20.0001  14.3397  -13.1321
O  -18.9587  14.7912  -13.4596
O  -20.4597  13.2677  -13.5130
H  -21.1620  16.1107  -12.9455
H  -20.3831  15.5572  -11.4769
H  -21.8438  14.7375  -12.1927
C  -24.3074  13.7069  -7.5816
Cl  -24.4302  13.1034  -5.9329
Cl  -25.8281  14.5643  -8.1107
H  -23.4703  14.4048  -7.5950
H  -24.1706  12.9320  -8.3359
C  -23.4002  16.9674  -10.6139
Cl  -25.1594  17.5346  -10.5752
Cl  -22.3368  18.0888  -11.5388
H  -23.0984  16.8491  -9.5733
H  -23.3902  15.9674  -11.0476

***

Entry 9:
The following is a quantum chemistry calculation of a molecular structure, C4H11ClI2O2OsP at a distorted geometry, from OMol25.

Summary:
- relative energy (zero: lowest compared OMol25 entry of this formula, charge and spin) (kJ/mol) = 131.19
- net charge = +3
- HOMO energy (alpha / beta) (Ha) = -0.795 / -0.802
- spin multiplicity = 5
- gap between HOMO and LUMO (alpha / beta) (eV) = 6.35 / 5.86
- <S²> = 6.032
- molecular weight (g/mol) = 601.595
- LUMO (alpha / beta) (Ha) = -0.561 / -0.587

Atoms and positions in Å:
I  -0.5078  0.7567  -4.1348
I  1.4665  2.0955  -2.4926
Os  0.0555  0.2629  -0.4238
P  1.0003  -1.7642  -0.9665
C  2.7901  -2.0783  -0.5707
C  0.3542  -3.3226  -0.2894
H  -0.0159  -1.8510  -3.1352
H  1.4949  -2.7320  -3.1526
H  1.4786  -0.9675  -3.1689
C  1.0044  -1.8557  -2.7590
H  -0.7180  -3.4022  -0.4216
H  0.7936  -4.2124  -0.7407
H  3.1528  -3.0193  -1.0193
H  2.9084  -2.1406  0.5218
H  0.5507  -3.3786  0.7797
H  3.3997  -1.2457  -0.9510
C  1.5456  0.7444  0.4916
O  2.5786  0.7238  1.0491
Cl  -1.7290  -1.0292  -1.4016
O  -1.0089  1.8736  0.5926
H  -0.6716  2.7588  0.4357
H  -0.9052  1.6750  1.5807

***

Entry 10:
The following is a quantum chemistry calculation of 2 unconnected molecules or ions with the total composition C4H11ClNO at a distorted geometry, from OMol25.

Summary:
- relative energy (zero: lowest compared OMol25 entry of this formula, charge and spin) (kJ/mol) = 329.77
- net charge = +1
- HOMO energy (Ha) = -0.524
- gap between HOMO and LUMO (eV) = 8.88
- molecular weight (g/mol) = 124.591
- LUMO (Ha) = -0.198

Atoms and positions in Å:
C  0.1993  -1.6194  -1.9972
C  0.5712  1.7021  2.9906
C  -0.7296  -0.9515  -0.9623
C  -1.5297  1.7249  1.8459
N  -0.4757  0.4108  -0.3765
O  -0.8369  1.9783  2.8660
Cl  -3.1576  2.1240  1.6292
H  -0.3179  -2.2750  -2.6146
H  0.5428  -0.8957  -2.6706
H  0.9525  -2.0994  -1.5177
H  0.7109  0.5823  3.4737
H  1.0983  2.4337  3.7279
H  0.9878  1.6627  2.0203
H  -0.8885  -1.7459  -0.2474
H  -1.7532  -0.7973  -1.2547
H  0.5024  0.3968  -0.0967
H  -1.2780  1.0042  0.9598
H  -0.4066  1.0352  -1.1876

***

Entry 11:
The following is a quantum chemistry calculation of a molecular structure, C4H11ClNO2RuV at a distorted geometry, from OMol25.

Summary:
- relative energy (zero: lowest compared OMol25 entry of this formula, charge and spin) (kJ/mol) = 62.89
- net charge = -1
- HOMO energy (alpha / beta) (Ha) = -0.035 / -0.168
- spin multiplicity = 8
- gap between HOMO and LUMO (alpha / beta) (eV) = 3.60 / 7.16
- <S²> = 15.789
- molecular weight (g/mol) = 292.604
- LUMO (alpha / beta) (Ha) = 0.097 / 0.095

Atoms and positions in Å:
V  2.3021  1.2254  1.0903
Cl  3.5056  2.9968  0.5308
C  -0.0313  1.0838  1.3818
C  -1.0709  0.6528  -1.8954
H  0.5559  2.0176  1.2221
H  -1.0855  1.3889  1.2876
H  0.0642  0.6998  2.4122
H  -1.7162  1.5415  -1.8778
H  -0.8173  0.4251  -2.9357
H  -0.1253  0.8630  -1.3260
Ru  -0.2737  -0.5332  0.1904
C  1.7245  -0.6741  -0.1517
C  -1.7607  -0.5289  -1.2375
H  1.5399  -1.1794  -1.1149
H  2.5498  0.0578  -0.3369
H  2.0314  -1.4904  0.5188
H  -1.7560  -1.4286  -1.8591
H  -2.7453  -0.2873  -0.8237
O  -2.0150  -1.9613  1.8808
N  -0.8609  -1.9840  1.3967
O  -0.0152  -2.8852  1.6472

***

Entry 12:
The following is a quantum chemistry calculation of 2 unconnected molecules or ions with the total composition C4H11ClS2Si at a distorted geometry, from OMol25.

Summary:
- relative energy (zero: lowest compared OMol25 entry of this formula, charge and spin) (kJ/mol) = 73.65
- SMILES = CCCC[Si](=S)Cl.S
- net charge = 0
- HOMO energy (Ha) = -0.334
- gap between HOMO and LUMO (eV) = 8.81
- molecular weight (g/mol) = 186.805
- LUMO (Ha) = -0.010

Atoms and positions in Å:
C  -0.3508  -1.0320  1.3235
C  0.1187  -1.7140  -0.0075
C  0.2969  -0.5672  -1.0366
C  1.7140  -0.2311  -1.3899
Si  2.5280  1.0459  -0.2820
S  1.3015  2.5478  0.2556
Cl  4.4642  0.8266  0.2788
H  0.1798  -0.1556  1.3424
H  -1.4015  -0.7754  1.3157
H  -0.0554  -1.6962  2.0594
H  -0.6362  -2.4868  -0.1997
H  1.0142  -2.2425  0.0879
H  -0.2663  -0.8661  -1.9094
H  -0.1418  0.3306  -0.6591
H  1.7568  0.0115  -2.4110
H  2.2213  -1.1388  -1.5140
S  -2.0423  4.1516  0.4848
H  -1.1340  5.0453  0.4460
H  -2.9381  4.9995  0.2423

***

Entry 13:
The following is a quantum chemistry calculation of a molecular structure, C4H11FeO3 at a distorted geometry, from OMol25.

Summary:
- relative energy (zero: lowest compared OMol25 entry of this formula, charge and spin) (kJ/mol) = 176.91
- net charge = +2
- HOMO energy (alpha / beta) (Ha) = -0.608 / -0.610
- spin multiplicity = 6
- gap between HOMO and LUMO (alpha / beta) (eV) = 9.20 / 4.62
- <S²> = 8.767
- molecular weight (g/mol) = 162.974
- LUMO (alpha / beta) (Ha) = -0.270 / -0.440

Atoms and positions in Å:
C  0.2338  1.4185  -1.3706
O  0.5349  0.2778  -0.5652
C  -0.2814  0.1465  0.5571
C  0.1531  -1.0349  1.3902
O  1.3880  -0.7660  2.0068
C  1.8508  -1.8245  2.8055
H  1.0140  1.4619  -2.1492
H  0.4005  2.3315  -0.7620
H  -1.3390  -0.0074  0.2554
H  -0.2494  1.0636  1.1769
H  0.2333  -1.9337  0.7508
H  -0.6209  -1.2350  2.1541
H  2.8086  -1.5202  3.2444
H  1.1395  -2.0527  3.6187
H  2.0039  -2.7399  2.2076
Fe  -1.5910  1.4441  -2.2788
O  -2.4471  1.5696  -3.9958
H  -3.2080  2.1164  -4.2228
H  -2.0237  1.2843  -4.8232